[1]
A structure of composition IO6V3, computed with ωB97M-V/def2-TZVPD.

```
10
IO6V3 (ωB97M-V/def2-TZVPD)
O 2.99401 -3.52041 7.56330
V 4.30638 -2.83474 7.74278
O 5.36250 -3.94889 8.45562
O 0.96831 -8.74109 7.94735
V 2.37227 -8.54842 7.56348
O 3.75448 -9.11509 8.99520
O 5.98890 -6.99981 9.18378
V 4.36255 -6.87566 8.71008
O 3.73181 -6.65133 7.09488
I 3.30324 -5.62944 10.32300
```

## Properties
Relative energy (zero: lowest compared OMol25 entry of this formula, charge and spin) in kcal per mole: 103.9
Molar mass in g mol⁻¹: 375.7
Frontier orbital gap in Ha: 0.203
Total charge: +2

=====

[2]
An isolated molecule of C4H5NO, computed with ωB97M-V/def2-TZVPD.

```
11
C4H5NO (ωB97M-V/def2-TZVPD)
C 0.88528 1.54120 0.18505
C 0.61703 0.34501 -0.25099
C -0.21904 -0.63492 0.48191
C -1.14069 -1.45102 0.01475
N 0.07588 -0.67606 2.24482
O -0.22765 -1.73074 2.74414
H 1.47762 2.39483 -0.32073
H 0.46033 1.66675 1.16048
H 1.21299 -0.18530 -1.06783
H -1.55508 -2.35822 0.58543
H -1.26831 -1.49671 -1.05587
```

## Properties
Relative energy (zero: lowest compared OMol25 entry of this formula, charge and spin) in kcal per mole: 113.8
Molar mass in g mol⁻¹: 83.1
Frontier orbital gap (alpha / beta) in Ha: 0.311 / 0.311
SMILES string: C=CC(=C)N=O

=====

[3]
A cluster of 2 separate species, C4H8O3 in total, computed with ωB97M-V/def2-TZVPD.

```
15
C4H8O3 (ωB97M-V/def2-TZVPD)
C -2.22975 0.47243 -1.20176
C -0.61714 0.18230 -0.68887
C -0.16744 1.14997 0.35197
O 0.67430 1.09599 1.23706
H -2.83248 0.12311 -0.39190
H -2.50062 -0.06195 -2.14081
H -2.46234 1.53639 -1.42700
H -0.61852 0.57121 -1.68645
H -0.36590 -0.87385 -0.52954
H -0.76890 2.06472 0.28492
O 1.55630 -1.74718 0.29962
C 2.46036 -1.62542 1.09294
O 2.68355 -0.57324 1.86112
H 3.22032 -2.40330 1.26252
H 1.96826 0.08885 1.67618
```

## Properties
Relative energy (zero: lowest compared OMol25 entry of this formula, charge and spin) in kcal per mole: 55.5
Molar mass in g mol⁻¹: 104.1
Frontier orbital gap in Ha: 0.395
SMILES string: CCC=O.O=CO

=====

[4]
An isolated molecule of C5H10O2, computed with ωB97M-V/def2-TZVPD.

```
17
C5H10O2 (ωB97M-V/def2-TZVPD)
O 2.81185 -0.14693 -0.70800
C 1.79744 -0.85916 -0.03370
C 0.44155 -0.23874 -0.28475
C -0.79478 -0.91681 0.31243
C -1.80011 0.26120 0.35497
C -0.92003 1.47056 -0.04717
O 0.40912 1.07835 0.24348
H 2.67864 0.78526 -0.48619
H 2.01740 -0.93587 1.04438
H 1.77841 -1.87391 -0.44034
H 0.28732 -0.14082 -1.37147
H -0.57707 -1.29903 1.31676
H -1.13556 -1.75366 -0.30535
H -2.22353 0.38377 1.35720
H -2.65027 0.11975 -0.32006
H -1.14453 2.38279 0.49719
H -0.97585 1.68327 -1.12940
```

## Properties
Relative energy (zero: lowest compared OMol25 entry of this formula, charge and spin) in kcal per mole: 32.5
Molar mass in g mol⁻¹: 102.1
Frontier orbital gap in Ha: 0.412
SMILES string: OC[C@H]1CCCO1

=====

[5]
An isolated molecule of CH2N4O2, computed with ωB97M-V/def2-TZVPD.

```
9
CH2N4O2 (ωB97M-V/def2-TZVPD)
O -1.30269 -1.22877 0.71556
C -0.57306 -0.34180 0.51142
N 0.16243 0.46939 1.31555
N 1.12643 1.10459 0.65740
N 1.07092 0.85454 -0.56610
N -0.06527 0.13143 -0.72560
O -0.10017 -0.82159 -1.76312
H 0.42786 0.33018 2.37830
H -0.74647 -0.49797 -2.52341
```

## Properties
Relative energy (zero: lowest compared OMol25 entry of this formula, charge and spin) in kcal per mole: 54.1
Molar mass in g mol⁻¹: 102.1
Frontier orbital gap in Ha: 0.390
SMILES string: O=c1[nH]nnn1O

=====

[6]
A structure of composition C23H26BCl54O5, computed with ωB97M-V/def2-TZVPD.

```
109
C23H26BCl54O5 (ωB97M-V/def2-TZVPD)
C -0.45855 1.64011 -0.72469
C 0.40975 1.47285 0.09315
C 1.46728 0.97295 1.12913
C 1.90442 -0.40038 0.53112
O 2.68793 -1.26071 1.40693
O 1.74787 -2.13733 1.98260
C 2.58478 2.07270 1.39742
O 2.92417 1.91556 2.77789
B 1.80327 1.21639 3.42256
O 1.34606 1.68796 4.73566
O 0.79068 1.01345 2.35894
H -1.25717 1.71013 -1.42880
H 0.98055 -0.96192 0.29545
H 2.51047 -0.25761 -0.38132
H 1.17035 -1.56955 2.53069
H 3.43281 2.10663 0.68369
H 2.21885 3.11649 1.39258
H 2.29704 0.12296 3.69880
H 0.72289 1.01672 5.03067
C -4.13653 -0.40155 -0.39829
Cl -5.54630 0.05417 0.57064
Cl -4.59912 -0.66165 -2.08957
Cl -2.86565 0.82148 -0.28159
H -3.73977 -1.32741 -0.01310
C 3.87269 -4.98424 0.56120
Cl 5.53986 -5.12608 -0.01101
Cl 2.77696 -5.91252 -0.48050
Cl 3.74138 -5.51707 2.23892
H 3.58236 -3.93611 0.50711
C 4.20820 -2.53501 -2.54702
Cl 3.05409 -2.78348 -1.23675
Cl 3.37474 -2.05442 -4.02892
Cl 5.41038 -1.32467 -2.09032
H 4.71930 -3.47277 -2.73154
C 5.30589 -0.47991 4.73458
Cl 6.97671 -0.61978 4.15400
Cl 4.22101 -1.43278 3.75113
Cl 5.20660 -0.96796 6.43453
H 5.00263 0.55981 4.65811
C 6.71994 -2.52063 -6.28172
Cl 5.28209 -3.01580 -7.18158
Cl 6.80753 -0.76440 -6.16081
Cl 6.73317 -3.25040 -4.67248
H 7.59313 -2.87051 -6.81894
C 2.37520 4.69193 -1.64562
Cl 2.57724 6.22773 -0.78028
Cl 1.18891 3.65005 -0.83444
Cl 1.89394 4.98893 -3.32489
H 3.33055 4.17967 -1.65189
C 0.05008 9.67339 -1.05183
Cl 1.59198 9.84580 -1.89466
Cl -1.27716 10.28272 -2.05406
Cl -0.23072 7.99416 -0.60868
H 0.08892 10.26487 -0.14509
C 5.11940 -4.69837 8.55278
Cl 5.37779 -3.17868 9.41607
Cl 3.92632 -5.69623 9.39667
Cl 4.61805 -4.39490 6.89231
H 6.05764 -5.23930 8.53156
C -2.60657 -3.38417 2.34627
Cl -4.01239 -2.94908 3.32040
Cl -3.07414 -3.70459 0.67394
Cl -1.39652 -2.10453 2.40620
H -2.17693 -4.29117 2.75545
C -4.90894 -6.09583 5.64137
Cl -3.37006 -5.99133 4.77933
Cl -6.22658 -5.46401 4.65065
Cl -5.24038 -7.76282 6.12157
H -4.83716 -5.49145 6.53768
C -5.78685 -0.93417 -6.33687
Cl -4.17913 -1.04799 -7.05836
Cl -5.67287 -0.81578 -4.57858
Cl -6.66884 0.44733 -6.99839
H -6.33452 -1.83588 -6.58343
C -5.79533 3.36827 -2.65846
Cl -4.13331 3.17688 -3.22517
Cl -6.91108 2.46595 -3.68963
Cl -5.94672 2.85119 -0.97830
H -6.05457 4.41854 -2.71698
C -2.14499 9.45135 -5.60041
Cl -0.60101 9.62292 -6.43877
Cl -3.46911 10.06042 -6.60224
Cl -2.42699 7.76658 -5.15527
H -2.10587 10.04308 -4.69232
C -9.63949 0.53242 0.95990
Cl -9.08890 1.88517 -0.03053
Cl -8.48458 0.19296 2.25223
Cl -11.24193 0.86380 1.63123
H -9.71074 -0.34508 0.32850
C 3.99706 4.14204 5.46565
Cl 5.61107 4.08438 4.74045
Cl 4.11469 4.27671 7.22636
Cl 3.06943 5.49081 4.80311
H 3.47591 3.21744 5.22574
C -8.10986 -10.62869 7.58163
Cl -6.51465 -10.70979 6.82995
Cl -7.96553 -10.45972 9.33381
Cl -9.05023 -9.29747 6.90348
H -8.63122 -11.55472 7.37173
C -4.26263 0.91261 -10.82367
Cl -5.85914 0.28271 -10.40854
Cl -3.60861 1.87486 -9.49708
Cl -3.16168 -0.40548 -11.23899
H -4.36566 1.55446 -11.69013
C 10.15710 0.89022 -4.63947
Cl 10.38325 2.38460 -3.72647
Cl 8.93070 -0.12551 -3.87907
Cl 9.72888 1.24832 -6.31708
H 11.09476 0.34780 -4.63893
```

## Properties
Molar mass in g mol⁻¹: 2307.7
Frontier orbital gap in Ha: 0.224
Total charge: -1

=====

[7]
A structure of composition C46H56F3N4O3SW, computed with ωB97M-V/def2-TZVPD.

```
114
C46H56F3N4O3SW (ωB97M-V/def2-TZVPD)
W -0.33670 0.39380 0.17400
C -3.72470 -4.04870 1.97120
C -3.54930 -2.52580 2.04110
C -2.12890 -2.02410 1.95460
C -1.19860 -2.23010 3.08540
C -1.53620 -2.15990 4.56900
C -2.73680 -2.92650 5.10670
C 0.67750 -1.67300 1.79360
C 1.55070 -0.66170 1.45340
C 2.27060 -0.59990 0.16350
C 3.48780 -0.94600 -0.43220
C 4.67780 -1.55520 0.21730
C 5.50810 -0.44880 0.88260
C 3.41180 -0.47740 -1.76180
C 2.18700 0.27310 -1.86480
C 1.79830 1.27770 -2.72230
C 0.74630 2.12730 -2.32640
N -0.06490 1.88700 -1.27850
C -1.11440 2.89060 -1.31600
C -2.19550 2.26690 -2.16050
C -2.26880 0.90870 -2.29760
N -1.68110 0.03820 -1.38070
C -2.35780 -1.14400 -1.51060
C -2.34130 -1.95210 -0.39470
C -1.70510 -1.44950 0.76590
N 0.48340 -2.91710 1.26560
C -3.17750 -1.14500 -2.69020
C -3.16580 0.15670 -3.15290
C -3.87990 0.72490 -4.31970
C -2.89500 0.96190 -5.47590
C -3.92440 -2.31990 -3.20260
C -5.25900 -2.51780 -2.46940
C -0.65400 3.91850 -2.32340
C 0.42990 3.37670 -2.96150
C 1.25410 3.99610 -4.03180
C 2.53230 4.61510 -3.44720
C -1.33800 5.18010 -2.70960
C -2.45480 5.67870 -1.80200
N 1.46880 0.09830 -0.69460
C 4.35950 -0.71550 -2.86880
C 5.48260 0.33920 -2.93320
H -4.78630 -4.26370 1.88790
H -3.34600 -4.54030 2.85870
H -3.21500 -4.48750 1.11920
H -4.00060 -2.18250 2.97130
H -4.10960 -2.06470 1.22470
H -1.66610 -1.09880 4.80900
H -0.63340 -2.49350 5.08770
H -3.67540 -2.44700 4.84830
H -2.67950 -2.92490 6.19060
H -2.74650 -3.96020 4.78200
H 1.93130 -0.08400 2.29510
H 5.28250 -2.05110 -0.54120
H 4.37740 -2.29550 0.96030
H 5.85460 0.27250 0.14650
H 6.37760 -0.88080 1.36560
H 4.91820 0.07700 1.62910
H 2.34620 1.49600 -3.62320
H -2.83700 2.89880 -2.75170
H -2.77820 -2.93690 -0.42490
H -4.35050 1.67380 -4.05410
H -4.66000 0.03830 -4.64560
H -2.11210 1.65710 -5.17840
H -3.42550 1.37830 -6.32540
H -2.43680 0.02440 -5.78080
H -3.30930 -3.21380 -3.07790
H -4.12340 -2.18710 -4.26660
H -5.09710 -2.69740 -1.40920
H -5.77550 -3.37350 -2.89240
H -5.89190 -1.64310 -2.58700
H 0.68080 4.77210 -4.53680
H 1.52510 3.23900 -4.76880
H 2.29620 5.41850 -2.75080
H 3.12380 5.03040 -4.25670
H 3.12720 3.86470 -2.92830
H -1.72650 5.06250 -3.72770
H -0.56690 5.95370 -2.78920
H -3.25070 4.94730 -1.68770
H -2.88720 6.57230 -2.24280
H -2.07610 5.95880 -0.82420
H 3.81360 -0.69760 -3.81340
H 4.82460 -1.69830 -2.75470
H 5.07060 1.34460 -2.93550
H 6.05030 0.19320 -3.84840
H 6.15750 0.23680 -2.08980
C 0.39750 1.42540 3.72610
C -0.11000 1.62660 2.32590
C 0.59780 2.61950 1.51120
C -0.08660 3.56090 0.78550
C 0.47970 4.90170 0.52370
C -1.41480 3.20250 0.19280
C -1.93990 1.84530 0.72370
C -3.43900 1.65840 0.53080
C -1.43700 1.35960 1.98720
H 0.01750 2.25640 4.33100
H 1.48420 1.45410 3.80120
H 0.03190 0.50460 4.17580
H 1.60390 2.86620 1.83900
H 1.50470 4.99220 0.87080
H -0.12070 5.64020 1.05920
H 0.43470 5.16730 -0.52980
H -2.14450 4.01440 0.27950
H -3.73310 0.61600 0.66670
H -3.76900 1.97660 -0.45550
H -3.98750 2.25980 1.25790
H -2.09640 0.87020 2.70360
F 0.04310 -4.31960 -0.42210
C 0.75680 -3.29520 -0.03330
F 0.39800 -2.25040 -0.91830
F 2.03180 -3.52800 -0.30520
S -0.33270 -3.90020 2.66210
O 0.73500 -4.12460 3.55250
O -1.03440 -4.92790 2.00800
O -0.01400 -1.47290 2.93650
```

## Properties
Molar mass in g mol⁻¹: 985.9
Frontier orbital gap (alpha / beta) in Ha: 0.156 / 0.155
Total charge: +3